(1)
Here is one molecule with the formula C4H5N3 from the Open Molecules 2025 dataset. Energies are from ωB97M-V with the def2-TZVPD basis set.

Each line ends with the Löwdin charge.
Cartesian coordinates (Å):
N  0.814  -1.835  -0.173  0.0845
C  0.471  -0.482  -0.198  -0.3157
C  -0.452  0.036  -1.121  -0.1065
N  -1.248  1.061  -0.829  0.0760
C  -1.033  1.606  0.371  -0.2414
N  0.103  1.486  1.054  0.0703
C  0.908  0.472  0.728  -0.0974
H  0.026  -2.338  -0.577  0.0914
H  0.845  -2.149  0.794  0.0958
H  -0.537  -0.419  -2.112  0.1188
H  -1.848  2.159  0.836  0.1059
H  1.872  0.391  1.240  0.1182

Atoms 1-2, force components in eV/Å:
N -0.22 -0.27 0.01
C -0.37 0.78 0.13

Computed properties:
total charge = 0
highest occupied orbital energy = -8.8 eV
structure (SMILES) = Nc1cncnc1
relative energy (zero: lowest compared OMol25 entry of this formula, charge and spin) = 29.59 kcal/mol
2S+1 = 1
DFT total energy = -8698.529 eV
HOMO-LUMO gap = 9.64 eV

---

(2)
Here is one molecule with the formula C11H22O3 at a distorted geometry from the Open Molecules 2025 dataset. Energies are from ωB97M-V with the def2-TZVPD basis set.

Each line ends with the Löwdin charge.
Cartesian coordinates (Å):
C  2.221  0.221  -3.156  -0.0939
C  1.957  0.056  -1.663  -0.2545
C  1.771  1.422  -0.971  -0.1825
C  1.650  1.441  0.644  -0.1833
C  0.414  2.096  1.219  -0.2313
C  -0.780  1.309  0.890  -0.1758
C  -0.962  -0.091  1.555  -0.2793
C  -2.431  -0.454  1.295  -0.1665
C  -2.897  -0.559  -0.154  -0.0611
C  -2.199  -1.913  -0.724  -0.4652
C  0.358  -2.110  1.592  -0.0759
H  1.335  0.641  -3.635  0.0792
H  2.451  -0.684  -3.655  0.0585
H  2.969  0.954  -3.304  0.0550
H  1.061  -0.457  -1.374  0.0630
H  2.787  -0.512  -1.193  0.1215
H  0.882  1.901  -1.358  0.0962
H  2.655  1.991  -1.269  0.0983
H  1.651  0.399  0.914  0.0811
H  2.589  1.929  0.963  0.1102
H  0.564  2.172  2.373  0.1408
H  0.376  3.177  0.811  0.1422
H  -0.709  1.186  -0.182  0.0998
H  -1.720  1.870  0.947  0.1288
H  -0.728  -0.024  2.590  0.1436
H  -3.075  0.211  1.931  0.1358
H  -2.643  -1.426  1.747  0.1169
H  -2.651  0.365  -0.727  0.1211
H  -3.913  -0.915  -0.018  0.1120
H  -0.465  -1.277  -0.529  0.0559
H  -0.407  -2.793  2.030  0.1173
H  0.946  -1.658  2.413  0.1116
H  0.920  -2.758  1.017  0.0793
O  -0.980  -1.743  -1.273  0.0516
O  -2.877  -2.937  -0.661  0.0780
O  -0.119  -1.030  0.915  -0.2283

Atoms 1-2, force components in eV/Å:
C -1.83 0.33 0.83
C 0.48 0.38 1.12

Computed properties:
total charge = 0
highest occupied orbital energy = -9.8 eV
structure (SMILES) = CCCCCC[C@@H](CCC(=O)O)OC
relative energy (zero: lowest compared OMol25 entry of this formula, charge and spin) = 40.19 kcal/mol
2S+1 = 1
DFT total energy = -17904.830 eV
HOMO-LUMO gap = 10.59 eV